110
Properties=species:S:1:pos:R:3:mulliken_spin:R:1 method="wB97M-V/def2-TZVPD" e_lumo_ev="-5.60 / -5.21" spin_multiplicity=2 homo_energy_ev="-11.986 / -11.986" total_charge=+2 orbital_gap_ha="0.2345 / 0.2491"
Co -0.8041 0.2650 0.7722 1.054
C 1.8019 0.2967 3.5069 -0.003
P 1.5020 0.4737 1.7002 -0.002
C 2.7589 -0.7215 1.1473 0.007
C 2.3429 2.0577 1.3826 0.009
C 3.0864 2.2308 0.2144 0.001
C 3.7338 3.4327 -0.0373 -0.001
C 3.6459 4.4746 0.8779 0.001
C 2.9024 4.3143 2.0409 -0.001
C 2.2546 3.1117 2.2929 0.000
H 1.0363 0.7199 4.1533 0.001
H 2.7545 0.7754 3.7320 0.000
H 1.8931 -0.7637 3.7400 0.000
H 3.6985 -0.4717 1.6400 0.002
H 2.8853 -0.6919 0.0695 -0.004
H 2.4648 -1.7329 1.4212 0.000
H 3.1477 1.4430 -0.5249 -0.001
H 4.3108 3.5451 -0.9476 0.000
H 4.1650 5.4063 0.6914 0.000
H 2.8348 5.1226 2.7588 0.000
H 1.6909 3.0041 3.2136 0.000
I -4.6031 1.0241 0.3644 -0.003
C -3.3593 1.9852 1.7369 -0.002
C -3.9143 3.0699 2.4028 -0.002
C -3.1560 3.7387 3.3448 0.000
C -1.8750 3.2838 3.6107 -0.001
C -1.4103 2.1942 2.9115 -0.013
N -2.1173 1.5382 1.9674 0.008
H -4.9275 3.3743 2.1842 0.000
H -3.5657 4.5938 3.8678 0.000
H -1.2456 3.7621 4.3488 0.000
H -0.4243 1.8078 3.1060 0.010
C -2.6127 -1.7580 1.5135 0.001
N -3.0225 -2.9794 2.1678 -0.002
C -2.1168 -4.0733 1.7920 -0.001
N -0.7313 -3.7635 2.1587 -0.002
C -0.3132 -2.5559 1.4853 0.010
N -1.1881 -1.3731 1.8489 -0.096
C -1.1419 -1.2426 3.3477 0.012
N -1.5581 -2.4488 4.0178 -0.002
C -2.9304 -2.7803 3.6204 0.000
C -0.6788 -3.5514 3.6102 0.000
H -3.2564 -0.9502 1.8515 0.004
H -2.6893 -1.8574 0.4312 0.009
H -2.1790 -4.2506 0.7208 0.000
H -2.4255 -4.9803 2.3085 0.000
H -0.3405 -2.6861 0.4097 0.001
H 0.7032 -2.3173 1.7908 -0.001
H -1.7943 -0.4176 3.6340 -0.001
H -0.1265 -1.0172 3.6357 0.000
H -3.5998 -1.9715 3.9166 0.000
H -3.2366 -3.6939 4.1274 0.000
H -0.9993 -4.4612 4.1142 0.000
H 0.3465 -3.3300 3.9086 0.000
O -0.3101 -0.3220 -3.0268 -0.001
C -0.8519 -1.2140 -2.2042 0.030
O -0.8835 -1.0542 -0.9739 0.023
C -1.4163 -2.3714 -2.8815 -0.001
C -1.3131 -2.5091 -4.2641 0.000
C -1.8458 -3.6181 -4.9196 0.000
C -2.4787 -4.5528 -4.1355 0.001
O -3.0669 -5.6932 -4.5293 0.000
C -3.5886 -6.3300 -3.3475 0.000
O -3.2596 -5.4774 -2.2388 0.000
C -2.5907 -4.4154 -2.7558 0.000
C -2.0726 -3.3447 -2.1001 0.000
H -0.8136 -1.7446 -4.8427 0.000
H -1.7710 -3.7407 -5.9912 0.000
H -3.1131 -7.2982 -3.2215 0.000
H -4.6675 -6.4212 -3.4353 0.000
H -2.1620 -3.2331 -1.0315 0.000
Ge 2.6802 -0.4928 -2.8138 -0.001
C 3.4613 -2.0022 -3.7859 0.000
C 2.7255 -2.6338 -4.7900 0.000
C 3.2782 -3.6742 -5.5258 0.000
C 4.5726 -4.1007 -5.2618 0.000
C 5.3098 -3.4922 -4.2567 0.000
C 4.7540 -2.4537 -3.5178 0.000
C 3.2868 1.0053 -3.9103 0.000
C 2.4542 2.1172 -4.0833 0.000
C 2.8732 3.2198 -4.8140 0.000
C 4.1564 3.2426 -5.3483 0.000
C 5.0113 2.1627 -5.1592 0.000
C 4.5748 1.0444 -4.4577 0.000
H -0.0283 0.4434 -2.5016 0.001
H 1.7112 -2.3135 -5.0142 0.000
H 2.7002 -4.1526 -6.3067 0.000
H 5.0051 -4.9086 -5.8369 0.000
H 6.3181 -3.8263 -4.0469 0.000
H 5.3465 -2.0019 -2.7265 0.000
H 1.4501 2.1210 -3.6625 0.000
H 2.2067 4.0618 -4.9628 0.000
H 4.4861 4.0993 -5.9226 0.000
H 6.0123 2.1860 -5.5721 0.000
H 5.2414 0.1952 -4.3531 0.000
N -0.9875 6.0940 -3.2050 0.000
C -1.0004 4.8112 -3.5905 0.000
S -0.8866 4.2797 -5.1319 0.000
C -1.0297 3.8078 -2.4788 -0.002
C -1.8751 2.7063 -2.5408 -0.007
C -1.7865 1.7354 -1.5710 -0.011
N -0.8875 1.7761 -0.5683 -0.016
C -0.1025 2.8622 -0.4908 0.014
C -0.1506 3.8928 -1.4090 0.001
H -0.9657 6.8083 -3.9162 0.000
H -1.1711 6.3711 -2.2556 0.000
H -2.5697 2.5963 -3.3631 -0.001
H -2.4197 0.8639 -1.6164 -0.015
H 0.5950 2.9020 0.3196 -0.006
H 0.5350 4.7250 -1.3075 0.000

27
Properties=species:S:1:pos:R:3:nbo_charge:R:1 method="wB97M-V/def2-TZVPD" e_lumo_ev=3.01 spin_multiplicity=1 homo_energy_ev=-4.215 relative_energy_ev=0.124 total_charge=-1 orbital_gap_ha=0.2657
Br 0.4356 1.2228 2.9280 -0.957
C 4.1845 1.9314 1.2332 -0.655
C 3.5553 3.2503 0.8855 -0.070
O 2.7717 3.6255 1.9956 -0.741
H 4.9418 1.5414 0.5531 0.192
H 3.3938 1.2000 1.4006 0.235
H 4.8739 1.9448 2.0774 0.205
H 2.8912 3.1787 0.0242 0.155
H 4.2632 4.0775 0.8345 0.159
H 2.3531 2.7878 2.2066 0.494
C 0.0482 -0.7644 -0.6278 -0.638
C -1.4762 -0.6537 -0.5957 -0.085
C -2.2203 -1.8231 -1.1510 -0.066
O -3.6623 -1.6522 -1.0614 -0.519
C -4.3162 -2.6514 -1.8191 -0.249
N -1.8120 -0.5007 0.7706 -0.821
H 0.3818 -0.8400 -1.6627 0.176
H 0.5732 -1.6414 -0.2492 0.202
H 0.6142 0.0775 -0.2292 0.248
H -1.7367 0.2931 -1.0687 0.187
H -1.8992 -2.7335 -0.6450 0.154
H -1.7828 -2.0108 -2.1315 0.161
H -5.3307 -2.6253 -1.4214 0.183
H -3.9704 -3.6727 -1.6594 0.161
H -4.3703 -2.3866 -2.8751 0.161
H -1.2347 0.2164 1.1861 0.401
H -1.4698 -1.3914 1.1018 0.326

38
Properties=species:S:1:pos:R:3:nbo_charge:R:1 method="wB97M-V/def2-TZVPD" e_lumo_ev=0.57 spin_multiplicity=1 homo_energy_ev=-7.871 total_charge=0 smiles="O=C(Nc1ccc2c(c1)OCO2)c1cn(Cc2ccc(F)cc2)nn1" orbital_gap_ha=0.3102
O -0.0072 -3.3685 -0.9697 -0.595
C 0.6617 -2.4394 -0.5586 0.653
N 1.9837 -2.5877 -0.2778 -0.600
C 2.9295 -1.5959 0.0159 0.159
C 3.8846 -1.8367 0.9945 -0.240
C 4.8578 -0.8937 1.3120 -0.244
C 4.8328 0.2913 0.6196 0.215
C 3.8867 0.5287 -0.3796 0.311
C 2.9367 -0.4004 -0.7145 -0.298
O 4.1032 1.7634 -0.9275 -0.489
C 5.1967 2.3125 -0.2219 0.237
O 5.6621 1.3770 0.7259 -0.478
C 0.0673 -1.1191 -0.2768 -0.065
C -1.0240 -0.5272 -0.8859 -0.024
N -1.2114 0.6152 -0.1959 -0.162
C -2.2330 1.6116 -0.3806 -0.232
C -3.5989 1.0312 -0.1092 -0.069
C -3.8569 0.4418 1.1238 -0.173
C -5.0925 -0.1155 1.3915 -0.272
C -6.0675 -0.0714 0.4102 0.407
F -7.2766 -0.6069 0.6642 -0.320
C -5.8370 0.5083 -0.8236 -0.277
C -4.5919 1.0557 -1.0782 -0.188
N -0.3168 0.7036 0.7841 -0.056
N 0.4482 -0.3127 0.7446 -0.215
H 2.3062 -3.5472 -0.2697 0.413
H 3.8661 -2.7744 1.5278 0.216
H 5.5956 -1.0802 2.0734 0.230
H 2.2317 -0.2184 -1.5073 0.230
H 4.8771 3.2330 0.2937 0.156
H 6.0056 2.5552 -0.9291 0.158
H -1.6281 -0.8262 -1.7150 0.241
H -2.0063 2.4149 0.3266 0.245
H -2.1790 2.0053 -1.4001 0.216
H -3.0821 0.4186 1.8759 0.227
H -5.3071 -0.5778 2.3416 0.235
H -6.6194 0.5227 -1.5654 0.233
H -4.3974 1.5090 -2.0390 0.215

86
Properties=species:S:1:pos:R:3:lowdin_charge:R:1 method="wB97M-V/def2-TZVPD" e_lumo_ev=-0.45 spin_multiplicity=1 homo_energy_ev=-7.750 total_charge=0 orbital_gap_ha=0.2682
C 2.4563 -5.0464 2.0794 -0.026
C 1.8089 -3.7880 1.4761 -0.232
O 2.2574 -3.6508 0.1496 -0.152
C 2.2486 -2.5442 -0.7461 -0.279
N 3.2985 -1.7085 -0.2377 -0.045
C 3.8699 -0.5187 -0.8513 -0.031
C 4.2574 -2.2322 0.7327 -0.409
C 5.2327 -3.3742 0.5190 0.022
O 4.2704 -1.7203 1.8345 0.117
C 2.6076 -3.4038 -2.0696 -0.299
C 4.0989 -3.2793 -2.5224 -0.103
C 4.2596 -2.5852 -3.8680 -0.226
N 4.3940 -3.2844 -4.9068 0.158
S 2.4076 -5.2711 -1.8016 0.714
O 2.6797 -5.8013 -3.0894 -0.221
O 1.1203 -5.6521 -1.3294 -0.219
F 3.6081 -5.7393 -0.9074 -0.125
O 1.9055 -3.2149 -3.2630 -0.188
S 0.3809 -2.7190 -3.3496 0.597
O 0.2089 -2.3992 -4.7199 -0.294
O -0.5130 -3.7377 -2.9304 -0.233
C 0.4231 -1.2178 -2.2954 -0.346
C 1.5615 -0.3645 -2.9094 -0.133
C 1.6215 0.0751 -4.3808 -0.725
O 2.7286 0.2220 -4.8525 0.007
Br 0.1766 0.5328 -5.5793 0.807
C -0.9004 -0.3460 -2.2670 -0.591
I -2.5504 -1.1967 -3.4455 0.933
C -0.8481 1.2259 -2.4916 -0.717
C -1.0093 2.0443 -1.1831 -0.203
I -2.6139 1.8989 -3.6055 0.765
C 0.8188 -1.8018 -0.8573 -0.176
C -0.2822 -2.7296 -0.2931 -0.208
O -1.5829 -2.5183 -0.7649 -0.232
O -2.4482 -2.9411 0.2800 0.030
S 0.7645 -0.4219 0.3978 0.710
O -0.5598 -0.3022 0.8868 -0.213
O 1.3143 0.7893 -0.1094 -0.242
F 1.5890 -0.8746 1.6308 -0.093
H 3.4806 -5.1779 1.7494 0.062
H 2.3679 -5.0132 3.1580 0.087
H 1.9027 -5.9053 1.7057 0.082
H 0.7517 -3.9497 1.6658 0.120
H 2.0870 -2.9894 2.1588 0.108
H 4.6322 -0.1116 -0.1958 0.114
H 3.2173 0.3130 -1.0730 0.066
H 4.4093 -0.7033 -1.7891 0.086
H 5.0085 -4.0508 -0.2923 0.050
H 6.1960 -2.9162 0.2819 0.105
H 5.3795 -3.8803 1.4604 0.091
H 4.5535 -4.2476 -2.6971 0.112
H 4.7529 -2.7648 -1.8302 0.089
H 4.3048 -1.4948 -3.9004 0.100
H 4.4950 -2.6650 -5.7108 0.068
H 2.4800 -0.9325 -2.8250 0.079
H 1.7158 0.5295 -2.3168 0.111
H -1.3733 -0.4012 -1.3005 0.035
H -0.0388 1.6834 -3.0421 0.029
H -1.6200 2.9238 -1.3404 0.005
H -1.4807 1.4683 -0.3947 0.057
H -0.0415 2.4270 -0.8796 0.068
H -0.3153 -2.7008 0.7888 0.107
H -0.0171 -3.7680 -0.5122 0.121
H -3.2105 -3.2735 -0.2078 0.115
N -3.6581 4.5128 0.0033 0.061
C -4.1917 5.6575 0.4303 -0.148
C -5.0318 5.7559 1.5285 -0.096
C -5.3398 4.5992 2.2225 -0.090
C -4.8001 3.3984 1.7961 -0.065
C -3.9674 3.4110 0.6862 -0.151
H -3.9253 6.5378 -0.1446 0.103
H -5.4352 6.7129 1.8327 0.092
H -5.9936 4.6347 3.0849 0.104
H -5.0172 2.4718 2.3097 0.101
H -3.5211 2.4941 0.3179 0.089
N -5.8351 7.3126 4.4443 0.059
C -6.5671 7.5111 5.5390 -0.151
C -6.1123 7.2592 6.8242 -0.073
C -4.8258 6.7696 6.9816 -0.080
C -4.0503 6.5549 5.8544 -0.064
C -4.6012 6.8433 4.6153 -0.165
H -7.5681 7.8919 5.3686 0.103
H -6.7503 7.4417 7.6778 0.101
H -4.4337 6.5587 7.9683 0.105
H -3.0418 6.1731 5.9319 0.103
H -4.0317 6.6956 3.7066 0.090